Entry 1:
9 unconnected molecules or ions with the total composition C47H50Br2N8O2. Source: the OMol25 dataset; level of theory: ωB97M-V with the def2-TZVPD basis set.

Output
* M: 918.78 g mol⁻¹
* highest occupied orbital energy: -9.33 eV
* frontier orbital gap: 9.951 eV
* SMILES string: C[C@H](Br)[C@H](Br)[C@@H]1COC(=O)C1.c1ccncc1.c1ccncc1.c1ccncc1.c1ccncc1.c1ccncc1.c1ccncc1.c1ccncc1.c1ccncc1
* LUMO energy: 0.625 eV

Element x y z (Å)
C 5.3123 1.0427 -1.5096
C 3.9870 0.9147 -0.8006
Br 4.1499 0.1716 0.9928
C 2.8855 0.0988 -1.5175
Br 3.0458 0.1045 -3.4566
C 1.5300 0.6011 -1.0938
C 0.3028 -0.2446 -1.3905
O -0.7937 0.6893 -1.0790
C -0.3032 1.9431 -0.9133
O -0.8629 2.7947 -0.2891
C 1.0431 1.9502 -1.6143
H 6.0239 1.4933 -0.8230
H 5.1991 1.7179 -2.3513
H 5.7228 0.0891 -1.8221
H 3.5999 1.9177 -0.6483
H 2.9847 -0.9253 -1.1670
H 1.5890 0.7168 -0.0061
H 0.1837 -0.4977 -2.4388
H 0.1808 -1.0681 -0.6982
H 0.7901 1.8676 -2.6735
H 1.6730 2.8163 -1.4548
C -4.7511 -2.8717 -0.8418
C -3.8844 -3.9532 -0.8077
C -2.5386 -3.7128 -0.5830
N -2.0247 -2.4972 -0.3998
C -2.8671 -1.4627 -0.4372
C -4.2317 -1.6015 -0.6519
H -5.8102 -3.0169 -1.0184
H -4.2442 -4.9628 -0.9527
H -1.8285 -4.5325 -0.5461
H -2.4234 -0.4865 -0.2893
H -4.8713 -0.7294 -0.6706
C 2.4543 5.7567 2.6525
C 3.8068 5.4597 2.5887
C 4.2118 4.3938 1.8005
N 3.3720 3.6329 1.1009
C 2.0754 3.9306 1.1770
C 1.5674 4.9766 1.9295
H 2.0988 6.5809 3.2580
H 4.5342 6.0403 3.1389
H 5.2608 4.1279 1.7241
H 1.4054 3.2960 0.6066
H 0.5035 5.1668 1.9471
C -8.1966 -4.6022 -5.1406
C -8.5466 -5.2415 -3.9619
C -8.2930 -4.5958 -2.7620
N -7.7293 -3.3921 -2.6773
C -7.3987 -2.7935 -3.8207
C -7.6104 -3.3496 -5.0722
H -8.3806 -5.0730 -6.0980
H -9.0067 -6.2202 -3.9698
H -8.5531 -5.0608 -1.8171
H -6.9401 -1.8152 -3.7221
H -7.3270 -2.8135 -5.9626
C -8.6198 0.8283 -9.0262
C -8.5444 -0.5190 -9.3402
C -8.7073 -1.4420 -8.3190
N -8.9308 -1.1095 -7.0489
C -9.0003 0.1895 -6.7648
C -8.8533 1.1929 -7.7105
H -8.4986 1.5812 -9.7942
H -8.3632 -0.8491 -10.3537
H -8.6571 -2.5069 -8.5237
H -9.1831 0.4323 -5.7235
H -8.9206 2.2323 -7.4207
C -1.5431 4.4843 4.3795
C -1.8844 3.6987 5.4676
C -1.5976 4.1742 6.7384
N -1.0058 5.3431 6.9763
C -0.6822 6.0851 5.9195
C -0.9294 5.7054 4.6095
H -1.7497 4.1498 3.3705
H -2.3614 2.7373 5.3371
H -1.8495 3.5907 7.6175
H -0.1998 7.0314 6.1403
H -0.6463 6.3520 3.7898
C -0.8467 0.6545 10.5056
C -0.8326 -0.6673 10.0908
C -0.2388 -0.9700 8.8746
N 0.3187 -0.0609 8.0777
C 0.2965 1.2044 8.4914
C -0.2692 1.6137 9.6897
H -1.2996 0.9323 11.4487
H -1.2721 -1.4489 10.6951
H -0.2056 -1.9926 8.5146
H 0.7551 1.9247 7.8223
H -0.2560 2.6576 9.9726
C 9.3604 -0.8233 2.2279
C 8.4708 -1.8033 1.8211
C 7.7016 -1.5750 0.6884
N 7.7792 -0.4575 -0.0347
C 8.6396 0.4752 0.3703
C 9.4483 0.3451 1.4874
H 9.9755 -0.9659 3.1074
H 8.3700 -2.7298 2.3695
H 6.9914 -2.3133 0.3326
H 8.6782 1.3747 -0.2370
H 10.1291 1.1374 1.7674
C 5.8597 -4.5975 -3.9609
C 5.4683 -5.3689 -2.8783
C 5.7569 -4.9084 -1.6033
N 6.3953 -3.7651 -1.3591
C 6.7670 -3.0355 -2.4101
C 6.5223 -3.4046 -3.7241
H 5.6502 -4.9208 -4.9725
H 4.9481 -6.3067 -3.0169
H 5.4630 -5.4788 -0.7289
H 7.2834 -2.1090 -2.1773
H 6.8431 -2.7701 -4.5387

Atomic partial charges in e from the Mulliken method, atoms 1 to 8: C -1.54; C 0.52; Br -0.12; C -0.61; Br -0.14; C 0.36; C -0.79; O -0.28

=====

Entry 2:
A molecular structure, C23H39CsN3Na2O13PS2. Source: the OMol25 dataset; level of theory: ωB97M-V with the def2-TZVPD basis set.

Output
* M: 839.57 g mol⁻¹
* highest occupied orbital energy: -4.85 eV
* frontier orbital gap: 2.149 eV
* LUMO energy: -2.702 eV

Element x y z (Å)
C -0.4711 2.0723 2.8615
C 0.4180 3.4828 2.9370
O 1.3631 3.4268 1.8106
C 1.7667 4.7648 1.3504
C 0.6471 5.5277 0.4126
O 1.1050 6.8707 0.0013
S -0.1900 7.3535 -1.0141
O -1.5686 7.6823 -0.3917
O 0.5024 8.3660 -1.9584
O -0.2725 5.8916 -1.8940
C 0.1279 4.7972 -0.9739
C 1.1876 3.9456 -1.8902
C 1.3565 2.3684 -1.4754
S 3.1358 1.9268 -0.9373
C 2.9905 0.1407 -0.3851
N 2.1450 -0.6808 -1.3489
N 2.1057 -1.9544 -0.7653
C 2.9262 -1.9397 0.5215
O 3.5212 -0.5890 0.7773
C -1.2900 4.1233 -0.5014
C -2.3048 3.7099 -1.7219
C -3.5751 2.8944 -1.0024
C -4.2938 1.5628 -1.6910
C -5.5250 0.7873 -0.8792
C -6.0841 1.2561 0.5994
C -5.4007 2.5877 1.2698
C -4.1619 3.3835 0.4766
H -0.0127 1.2333 3.5549
H -1.5957 2.2401 3.1510
H -0.3677 1.7003 1.7319
H 0.9382 3.4565 4.0035
H -0.3370 4.3770 2.9091
H 1.9369 5.4450 2.3045
H 2.7725 4.7520 0.7465
H -0.1764 5.8107 1.2292
H 0.8996 4.0453 -3.0358
H 2.2577 4.4475 -1.7251
H 0.6503 1.9987 -0.6185
H 1.1943 1.7434 -2.4796
H 2.9899 -2.9238 1.1517
H -1.1415 3.1663 0.1699
H -1.8595 4.9601 0.1316
H -2.7757 4.6671 -2.2570
H -1.8431 3.0122 -2.5400
H -3.9282 1.1416 -2.7321
H -6.0161 -0.1733 -1.3502
H -6.9382 0.6946 1.2064
H -5.7468 2.9827 2.3286
H -3.7175 4.3150 1.0750
C 4.2053 -6.5488 2.3928
O 3.2795 -5.9875 1.4717
C 3.8511 -5.7570 0.1769
C 3.1991 -6.6820 -0.8621
N 3.6007 -8.0783 -0.6518
C 2.8297 -9.0354 -1.4512
C 1.3281 -9.1675 -1.1328
O 1.0594 -9.7220 0.1564
C 1.0193 -8.7686 1.2100
H 3.7268 -6.5879 3.3755
H 4.4743 -7.5666 2.1004
H 5.1044 -5.9290 2.4693
H 4.9427 -5.8636 0.1799
H 3.6226 -4.7197 -0.0868
H 3.5031 -6.3674 -1.8661
H 2.1142 -6.5696 -0.7775
H 3.4789 -8.3123 0.3324
H 3.2955 -10.0162 -1.2947
H 2.9556 -8.7965 -2.5141
H 0.9075 -9.8788 -1.8537
H 0.7797 -8.2317 -1.2826
H 0.6686 -7.7878 0.8760
H 2.0044 -8.6842 1.6736
H 0.3319 -9.1376 1.9752
O -9.1459 2.5336 -0.4517
P -9.2383 1.1896 -1.1925
O -8.9320 0.0433 -0.2145
O -8.2189 1.1680 -2.3434
O -10.6560 1.0132 -1.7608
Na 4.1440 4.2025 -1.6719
Na -3.0560 1.2063 -4.4478
O 2.3892 8.6597 1.8486
H 1.5751 8.8433 2.3410
H 2.1677 7.8848 1.3107
Cs 5.3440 0.6011 -1.1774

Atomic partial charges in e from the Mulliken method, atoms 1 to 8: C -0.71; C -0.25; O -0.23; C -0.83; C 0.22; O -0.51; S 1.05; O -0.51

=====

Entry 3:
A molecular structure, C4H7NRb. Source: the OMol25 dataset; level of theory: ωB97M-V with the def2-TZVPD basis set.

Output
* M: 154.58 g mol⁻¹
* highest occupied orbital energy: -15.01 eV
* frontier orbital gap: 11.286 eV
* LUMO energy: -3.723 eV
* net charge: +1

Element x y z (Å)
Rb 4.2082 1.6016 -1.6160
C -0.0436 -0.0110 1.5307
C -0.7519 -0.7836 0.4057
C -0.8701 -0.0002 -0.8959
C 0.4308 0.3791 -1.4547
N 1.4393 0.6604 -1.9242
H 0.6422 0.7423 1.1352
H 0.5287 -0.6773 2.1729
H -0.7520 0.5139 2.1710
H -1.7644 -1.0462 0.7083
H -0.2405 -1.7253 0.2023
H -1.4426 0.9234 -0.7673
H -1.3841 -0.5770 -1.6679

Atomic partial charges in e from the natural (NBO) method, atoms 1 to 8: Rb 1.00; C -0.62; C -0.39; C -0.52; C 0.40; N -0.49; H 0.19; H 0.23

=====

Entry 4:
A single C5H10O molecule. Source: the OMol25 dataset; level of theory: ωB97M-V with the def2-TZVPD basis set.

Output
* M: 86.13 g mol⁻¹
* highest occupied orbital energy: -9.70 eV
* frontier orbital gap: 10.762 eV
* SMILES string: CC[C@H]1O[C@H]1C
* LUMO energy: 1.062 eV

Element x y z (Å)
C -1.7008 -0.7910 0.0503
C -0.7288 -0.3367 1.1508
C 0.0072 0.8806 0.7106
O 1.3397 1.1720 0.9468
C 0.7470 0.8642 -0.5235
C 1.7109 -0.1396 -1.0516
H -2.3287 0.0280 -0.3265
H -2.3669 -1.5688 0.4309
H -1.1663 -1.2086 -0.8137
H -1.2600 -0.0830 2.0679
H 0.0011 -1.1206 1.3633
H -0.5541 1.8161 0.8075
H 0.3132 1.5193 -1.3027
H 1.9878 -0.8154 -0.2461
H 2.6004 0.4514 -1.3064
H 1.3982 -0.6679 -1.9577

Atomic partial charges in e from the natural (NBO) method, atoms 1 to 8: C -0.60; C -0.43; C 0.06; O -0.50; C 0.05; C -0.65; H 0.20; H 0.22

=====

Number 1: DFT total energy -7557.491024 Ha, F_max 0.02149 hartree/bohr. Number 2: DFT total energy -3523.584405 Ha, F_max 0.14409 hartree/bohr. Number 3: DFT total energy -235.264684 Ha, F_max 0.00845 hartree/bohr. Number 4: DFT total energy -271.666394 Ha, F_max 0.03797 hartree/bohr.